(1)
{"formula": "C22H28F2N2O", "method": "the ωB97M-V functional and the def2-TZVPD basis", "species": ["O", "C", "C", "H", "H", "C", "N", "C", "H", "H", "C", "N", "C", "C", "C", "C", "C", "C", "C", "F", "H", "H", "F", "H", "H", "H", "C", "H", "H", "H", "H", "C", "C", "H", "H", "C", "C", "C", "C", "C", "C", "C", "H", "H", "H", "H", "H", "H", "H", "H", "H", "H", "H", "H", "H"], "xyz": [[0.1893, 3.0775, -1.4642], [1.2910, 2.7238, -0.6620], [1.1557, 1.3536, 0.0020], [1.9388, 1.2476, 0.7519], [0.1831, 1.3057, 0.4936], [1.2804, 0.1822, -0.9811], [1.5780, -1.0441, -0.2547], [0.4352, -1.4641, 0.5324], [0.6382, -2.4491, 0.9569], [0.3176, -0.7586, 1.3575], [-0.8774, -1.5186, -0.2649], [-1.1016, -0.2496, -0.9285], [-2.3990, -0.1772, -1.5752], [-3.4769, -0.0290, -0.5380], [-4.4598, -0.9886, -0.3478], [-5.4145, -0.8112, 0.6379], [-5.4270, 0.2998, 1.4604], [-4.4497, 1.2631, 1.2813], [-3.4982, 1.0862, 0.2948], [-2.5630, 2.0465, 0.1310], [-4.4211, 2.1482, 1.8964], [-6.1857, 0.4034, 2.2188], [-6.3608, -1.7572, 0.8011], [-4.4895, -1.8735, -0.9644], [-2.6070, -1.0589, -2.2070], [-2.3992, 0.7109, -2.2146], [0.0028, 0.0432, -1.8210], [-0.1910, 0.9831, -2.3382], [0.1371, -0.7532, -2.5771], [-1.7064, -1.7139, 0.4204], [-0.8397, -2.3471, -0.9991], [2.1534, -2.1147, -1.0511], [3.1938, -2.8961, -0.2406], [2.8232, -3.0271, 0.7761], [3.3229, -3.8862, -0.6843], [4.5581, -2.1997, -0.2016], [4.5008, -0.8227, 0.3953], [4.7677, 0.2997, -0.3763], [4.7478, 1.5661, 0.1813], [4.4564, 1.7273, 1.5241], [4.1859, 0.6143, 2.3035], [4.2113, -0.6489, 1.7429], [4.0109, -1.5126, 2.3604], [3.9598, 0.7333, 3.3536], [4.4417, 2.7147, 1.9621], [4.9627, 2.4292, -0.4321], [5.0053, 0.1827, -1.4248], [5.2428, -2.8163, 0.3880], [4.9546, -2.1394, -1.2176], [2.6407, -1.6835, -1.9283], [1.3866, -2.8168, -1.4137], [2.1269, 0.3841, -1.6453], [2.1601, 2.7476, -1.3239], [1.4370, 3.4822, 0.1225], [-0.6115, 2.9633, -0.9365]], "mulliken_charge": [-0.57, -0.88, -0.43, 0.20, 0.03, 0.00, 0.47, -1.29, 0.58, 0.39, -0.54, 0.79, -1.17, 0.59, -0.54, 0.15, -0.50, -0.66, 0.34, -0.25, 0.44, 0.44, -0.33, 0.43, 0.41, 0.39, -2.07, 0.83, 0.25, 0.49, 0.22, -0.91, -0.83, 0.30, 0.45, -1.37, 0.86, -0.33, -0.58, -0.50, -0.74, -0.19, 0.41, 0.39, 0.40, 0.41, 0.34, 0.39, 0.39, 0.60, 0.41, 0.90, 0.35, 0.30, 0.37], "energy_ev": -33730.97720, "orbital_gap_ev": 8.652, "e_homo_ha": -0.2880, "smiles": "OCC[C@@H]1CN(Cc2cc(F)ccc2F)CCN1CCCc1ccccc1"}

(2)
{"formula": "C6H10O", "method": "the ωB97M-V functional and the def2-TZVPD basis", "species": ["C", "C", "C", "C", "O", "C", "C", "H", "H", "H", "H", "H", "H", "H", "H", "H", "H"], "xyz": [[-1.7137, -0.3264, -1.6750], [-1.3309, -0.1682, -0.2191], [-0.1267, -0.9385, 0.0919], [0.9026, 0.7186, 1.0647], [0.4967, 0.7447, 2.3608], [2.1826, 0.6297, 0.6512], [-0.0952, 0.6516, -0.0083], [-2.2607, -1.2690, -1.7796], [-0.8101, -0.4105, -2.2953], [-2.3230, 0.4907, -2.0611], [-2.1375, -0.1288, 0.5008], [0.4654, -1.4916, -0.6215], [-0.0827, -1.3479, 1.1057], [1.2151, 0.3317, 2.8620], [2.9876, 1.0395, 1.2326], [2.4049, 0.2290, -0.3382], [0.2253, 1.2452, -0.8715]], "mulliken_charge": [-1.34, 0.26, -0.57, 0.20, -0.50, -1.06, -0.23, 0.35, 0.31, 0.34, 0.40, 0.33, 0.21, 0.37, 0.35, 0.24, 0.35], "energy_ev": -8428.42108, "orbital_gap_ev": 8.701, "e_homo_ha": -0.2854, "smiles": "C=C(O)[C@H]1C[C@@H]1C", "e_above_lowest_kj_mol": 272.0}

(3)
{"formula": "C43H45N8O5S5SiTi", "method": "the ωB97M-V functional and the def2-TZVPD basis", "species": ["Ti", "C", "C", "C", "C", "C", "C", "C", "S", "O", "O", "N", "C", "C", "O", "O", "H", "H", "H", "H", "H", "H", "H", "H", "H", "N", "C", "N", "C", "C", "S", "C", "C", "S", "C", "N", "N", "H", "H", "H", "H", "H", "H", "S", "C", "N", "C", "C", "C", "C", "C", "C", "H", "H", "H", "H", "H", "C", "Si", "C", "C", "H", "H", "H", "H", "H", "H", "H", "H", "H", "S", "C", "C", "C", "N", "C", "C", "C", "C", "C", "N", "C", "C", "H", "H", "H", "H", "H", "H", "H", "H", "C", "C", "O", "C", "C", "C", "C", "C", "C", "H", "H", "H", "H", "H", "H", "H", "H"], "xyz": [[-1.3323, 0.8731, 0.5078], [6.1165, 0.3162, -0.2771], [4.6896, 0.7188, -0.5461], [3.6314, -0.1179, -0.2061], [2.3145, 0.2420, -0.4663], [2.0615, 1.4626, -1.0785], [3.1034, 2.3067, -1.4468], [4.4036, 1.9357, -1.1674], [0.4429, 2.0447, -1.4614], [0.4942, 2.5092, -2.8159], [0.0062, 3.0009, -0.4561], [-0.5423, 0.7262, -1.2833], [-1.6273, 0.8125, -2.3050], [-2.7327, 1.7109, -1.7398], [-3.5922, 2.2195, -2.3733], [-2.6026, 1.8200, -0.3756], [6.1679, -0.5743, 0.3483], [6.6647, 1.1201, 0.2184], [6.6360, 0.1014, -1.2136], [3.8363, -1.0713, 0.2719], [1.5109, -0.4357, -0.2038], [2.8873, 3.2428, -1.9481], [5.2172, 2.5988, -1.4399], [-2.0386, -0.1700, -2.5096], [-1.2706, 1.2389, -3.2362], [-0.8468, 1.2467, 4.7606], [-0.9984, -0.0898, 4.5287], [-0.6668, -0.6964, 3.4207], [-0.7190, -2.0760, 3.6080], [-1.2277, -2.4844, 4.7910], [-1.5724, -1.1299, 5.7919], [-0.0448, -2.9680, 2.6452], [-0.0829, -4.3185, 2.6863], [1.0360, -4.9710, 1.5573], [1.4894, -3.3573, 1.1106], [0.8349, -2.4188, 1.7242], [2.5077, -3.1380, 0.2144], [-0.6486, 1.8300, 3.9671], [-1.3403, 1.6702, 5.5257], [-1.3560, -3.4904, 5.1619], [-0.6685, -4.9685, 3.3183], [2.7806, -3.9214, -0.3556], [2.4451, -2.2675, -0.2933], [-4.3484, 1.7573, 4.1101], [-3.3952, 0.9144, 2.9788], [-2.6218, 1.6285, 2.2249], [-2.7926, 2.9998, 2.4979], [-2.1893, 4.0633, 1.8257], [-2.4735, 5.3465, 2.2415], [-3.3486, 5.5913, 3.3078], [-3.9766, 4.5501, 3.9583], [-3.6908, 3.2536, 3.5320], [-3.4364, -0.1659, 2.9306], [-1.5531, 3.8825, 0.9720], [-2.0261, 6.1851, 1.7206], [-3.5523, 6.6113, 3.6095], [-4.6765, 4.7300, 4.7644], [-3.3994, -1.8450, -1.4869], [-3.1511, -1.0111, 0.1871], [-3.2735, -2.4263, 1.4211], [-4.8085, -0.1140, 0.3198], [-3.9163, -2.7909, -1.3013], [-2.4950, -2.0725, -2.0441], [-4.0446, -1.2282, -2.1182], [-4.2419, -2.8997, 1.2297], [-3.2414, -2.1352, 2.4762], [-2.4880, -3.1758, 1.2743], [-5.5958, -0.8713, 0.3794], [-4.9819, 0.4834, -0.5788], [-4.9282, 0.5604, 1.1661], [0.8804, -5.3625, -5.1254], [0.5037, -4.1969, -3.8359], [-0.2100, -4.6338, -2.7260], [-0.4898, -3.7293, -1.7156], [-0.1026, -2.4528, -1.7290], [0.5922, -2.0482, -2.7980], [0.9167, -2.8694, -3.8667], [0.5913, -4.3555, -6.5705], [1.6400, -3.7574, -7.2492], [1.3415, -2.9719, -8.3559], [0.1027, -2.7668, -8.8013], [-0.8952, -3.3658, -8.1475], [-0.7053, -4.1710, -7.0327], [-0.5534, -5.6589, -2.6616], [-1.0733, -4.0421, -0.8525], [0.9158, -1.0107, -2.7927], [1.4745, -2.4750, -4.7074], [2.6655, -3.9044, -6.9343], [2.1372, -2.4848, -8.9100], [-1.8938, -3.1947, -8.5365], [-1.5416, -4.6452, -6.5347], [2.2072, 0.3409, 2.6344], [1.5058, 1.5736, 2.1705], [0.3426, 1.5080, 1.7399], [2.1738, 2.8791, 2.2874], [3.5541, 2.9730, 2.4900], [4.1625, 4.2123, 2.5789], [3.4007, 5.3698, 2.4785], [2.0253, 5.2868, 2.2969], [1.4178, 4.0489, 2.1994], [1.7186, -0.5463, 2.2476], [2.1543, 0.3408, 3.7301], [3.2569, 0.3419, 2.3520], [4.1686, 2.0869, 2.5619], [5.2323, 4.2760, 2.7294], [3.8819, 6.3381, 2.5440], [1.4272, 6.1863, 2.2296], [0.3534, 3.9764, 2.0548]], "mulliken_charge": [-0.19, -1.85, 0.51, -0.68, 0.31, 0.09, -1.08, -0.79, 1.24, -0.77, -0.65, 0.26, -0.66, 0.41, -0.62, -0.27, 0.36, 0.40, 0.39, 0.45, 0.56, 0.57, 0.49, -0.16, 0.77, -0.12, -0.09, 0.60, -0.79, -0.44, -0.24, 0.08, -0.64, -0.22, -0.04, 0.20, -0.10, -0.15, 0.30, 0.46, 0.46, 0.28, -0.07, -0.32, -0.86, 1.82, -0.42, -1.18, -0.76, -0.66, -0.52, 0.94, 0.06, 0.72, 0.48, 0.43, 0.46, -1.72, 1.81, -1.37, -1.43, 0.44, 0.32, 0.57, 0.63, 0.45, 0.25, 0.47, 0.37, 0.37, -0.14, 0.40, -1.14, -0.09, 0.58, -0.11, -1.19, 0.07, -0.04, -0.36, -0.56, -0.39, -0.11, 0.48, 0.34, 0.12, 0.50, 0.44, 0.36, 0.36, 0.40, -0.59, 0.07, 1.69, 0.51, -0.40, -1.08, -0.47, -1.01, 0.12, -0.90, 0.56, 0.63, 0.45, 0.45, 0.43, 0.48, 0.22], "energy_ev": -152646.48459, "charge": 1, "orbital_gap_ev": 6.784, "e_homo_ha": -0.3754, "e_above_lowest_kj_mol": 223.4}

(4)
{"formula": "C8H11NO", "method": "the ωB97M-V functional and the def2-TZVPD basis", "species": ["C", "C", "C", "C", "C", "C", "C", "C", "H", "H", "H", "H", "H", "H", "H", "H", "H", "H", "H", "N", "O"], "xyz": [[-1.2029, -1.1377, -0.1373], [-2.4734, -1.4356, 0.2101], [-3.5174, -0.5012, 0.1944], [-3.2181, 0.7725, -0.2475], [-1.9237, 1.1337, -0.6315], [-0.8512, 0.2099, -0.6320], [3.1087, -0.4072, -0.1756], [3.6598, 0.6531, 0.8295], [-0.4526, -1.7862, -0.0668], [-2.6243, -2.4264, 0.6072], [-4.4994, -0.7869, 0.5793], [-4.0084, 1.5406, -0.2565], [-1.7607, 2.1797, -0.8635], [0.1247, 0.4710, -1.1030], [0.9889, -0.6735, -0.8519], [1.4245, 0.6216, 0.4416], [4.5099, 0.3706, 1.3950], [3.1262, 0.9473, 1.7166], [3.9442, 1.5069, 0.1793], [1.7304, -0.4679, -0.1004], [3.9150, -0.7845, -1.0868]], "mulliken_charge": [-0.42, -0.47, -0.40, -0.21, -0.57, -0.25, 0.55, -1.12, 0.51, 0.32, 0.34, 0.32, 0.31, 0.55, 0.27, 0.34, 0.35, 0.41, 0.25, -0.47, -0.60], "energy_ev": -12009.48342, "orbital_gap_ev": 10.053, "e_homo_ha": -0.3524, "smiles": "c1ccccc1.CC(N)=O", "e_above_lowest_kj_mol": 281.4}